Here is 8 unconnected molecules or ions with the total composition C13H27N11O3 from OMol25. Energies are from ωB97M-V/def2-TZVPD.

Calculated values
* DFT total energy: -1339.6696 a.u.
* HOMO: -9.45 eV

Geometry (Å):
C: 0.8462 -2.5322 -3.0156
O: 0.5366 -1.6714 -2.1965
N: 1.8421 -3.4387 -2.8155
N: 0.2159 -2.6170 -4.2406
H: 2.2829 -3.8638 -3.6110
H: 2.3027 -3.4832 -1.9265
H: -0.3628 -1.8130 -4.4077
H: 0.7675 -3.0500 -4.9605
C: -1.0720 0.2238 0.4979
O: -1.6990 1.0364 1.1552
N: -0.3541 -0.8033 1.0861
N: -1.2244 0.0860 -0.8506
H: 0.2642 -1.3314 0.4926
H: -0.1492 -0.7286 2.0683
H: -1.8997 0.7105 -1.2535
H: -0.7229 -0.6003 -1.4040
C: 2.6899 1.1379 -3.2980
O: 2.7070 0.4308 -4.2951
N: 2.3497 0.6618 -2.0697
N: 3.1300 2.4383 -3.3247
H: 2.6467 1.1338 -1.2364
H: 1.9155 -0.2432 -2.0174
H: 2.9200 2.9961 -2.5135
H: 3.2007 2.9364 -4.1914
C: 1.2252 -3.6714 3.4545
C: 2.6195 -3.2465 3.4197
N: 3.7114 -2.8949 3.4090
H: 1.0443 -4.4958 2.7684
H: 0.5402 -2.8567 3.2367
H: 1.0394 -4.0382 4.4660
C: -4.6640 -0.7855 -2.8746
C: -4.6864 0.6745 -2.7626
N: -4.7344 1.8170 -2.6559
H: -4.2589 -1.0880 -3.8349
H: -5.6798 -1.1461 -2.7250
H: -4.0497 -1.1759 -2.0623
C: 0.6565 3.2284 1.6681
C: -0.0576 3.4651 0.4149
N: -0.6771 3.6097 -0.5393
H: -0.1092 3.0416 2.4224
H: 1.2977 4.0541 1.9571
H: 1.2141 2.2971 1.5677
C: 3.6671 0.3912 4.5432
C: 2.2454 0.3051 4.2469
N: 1.1223 0.2290 4.0210
H: 3.9285 -0.4285 5.2123
H: 3.9985 1.3289 4.9728
H: 4.1711 0.1656 3.6019
C: -4.4179 2.5545 1.4027
C: -4.5408 1.5239 2.4002
N: -4.6171 0.7603 3.2556
H: -3.7497 2.3382 0.5719
H: -4.0354 3.4915 1.8217
H: -5.3366 2.9360 0.9483

Atomic forces in eV per Å
C 0.22 0.32 -0.80
O -0.08 -0.56 0.42
N -0.29 -0.02 -0.11
N 0.50 -0.25 1.32
H 0.04 -0.17 0.16
H 0.10 0.22 -0.02
H 0.16 0.05 -0.57
H -0.43 0.26 -0.44
C -1.08 -1.34 0.07
O 0.39 0.44 0.13
N 0.31 0.25 -0.31
N 0.05 0.27 0.19
H 0.07 -0.06 0.14
H 0.11 0.27 0.00
H 0.22 0.14 -0.23
H -0.17 0.30 0.09
C 0.76 -0.39 -0.62
O -0.53 0.02 -0.10
N 0.07 0.34 0.15
N -0.06 0.24 0.89
H -0.22 -0.01 0.05
H -0.01 -0.10 0.04
H -0.07 0.17 -0.18
H -0.03 -0.29 -0.20
C 0.06 -0.32 0.42
C -0.17 0.18 -0.24
N 0.08 0.05 0.01
H 0.09 0.04 -0.10
H 0.09 0.11 0.00
H -0.20 0.06 -0.07
C 0.00 0.38 0.49
C -0.04 0.04 -0.05
N 0.07 -0.13 -0.01
H -0.08 -0.08 -0.04
H 0.02 -0.15 -0.21
H 0.06 -0.08 -0.11
C -0.53 -0.48 -0.13
C 0.03 0.11 0.13
N 0.13 0.14 -0.18
H 0.13 0.06 0.12
H 0.04 0.06 -0.08
H 0.16 0.10 0.09
C 0.17 -0.87 -0.38
C -0.20 0.35 0.35
N 0.04 -0.13 -0.15
H -0.01 0.06 0.08
H -0.23 0.18 -0.10
H 0.27 0.24 0.11
C 0.08 1.75 -0.99
C -0.05 -0.15 0.32
N -0.08 0.03 -0.23
H 0.12 -0.51 0.24
H 0.31 -0.36 0.42
H -0.37 -0.78 0.24


Here is a molecular structure, C13H27N3O3RbV from OMol25. Energies are from ωB97M-V/def2-TZVPD.

Calculated values
* DFT total energy: -1868.8790 a.u.
* net charge: +2
* energy relative to the best compared isomer or geometry (same formula, charge and spin): 91.4 kcal/mol
* HOMO (alpha / beta): -15.88 / -15.64 eV

Geometry (Å):
N: -0.6446 -1.3772 1.3236
C: -1.4954 -1.9501 2.1804
O: -2.4035 -2.7677 1.8626
Rb: -2.1983 -2.1752 -0.2793
V: 0.1736 0.0211 0.3708
N: -1.3508 1.0853 -0.4526
N: 1.2224 -0.6925 -1.1873
C: -2.4212 1.7315 0.3614
C: 2.0120 -1.9077 -1.5130
C: -3.7295 0.9149 0.2475
C: -2.6606 3.1856 -0.0986
C: -1.9739 1.7467 1.8348
C: 2.0347 -2.1366 -3.0406
C: 3.4554 -1.7630 -0.9790
C: 1.3550 -3.1266 -0.8461
H: -4.0195 0.7663 -0.8087
H: -4.5660 1.4281 0.7537
H: -3.6039 -0.0690 0.7357
H: -1.7116 3.7504 -0.0898
H: -3.3668 3.6860 0.5863
H: -3.0873 3.2364 -1.1148
H: -1.7444 0.7269 2.1970
H: -2.7783 2.1456 2.4764
H: -1.0835 2.3833 1.9678
H: 1.0058 -2.1620 -3.4425
H: 2.5217 -3.0996 -3.2713
H: 2.5950 -1.3459 -3.5679
H: 3.9407 -0.8587 -1.3854
H: 4.0709 -2.6338 -1.2664
H: 3.4464 -1.6848 0.1199
H: 1.2421 -2.9636 0.2388
H: 1.9630 -4.0322 -1.0129
H: 0.3563 -3.3056 -1.2932
C: 1.5442 0.5016 -1.9731
H: 1.0243 1.3833 -1.5344
H: 2.6251 0.7481 -1.9753
H: 1.1886 0.4375 -3.0204
C: -1.4573 1.2825 -1.8998
H: -1.1891 2.3122 -2.2145
H: -0.7806 0.5813 -2.4146
H: -2.4849 1.0854 -2.2715
C: 2.2450 1.0169 4.0991
C: 1.3537 0.3049 3.1391
O: 0.6939 -0.7534 3.5382
O: 1.2657 0.7473 1.8999
H: 2.2176 0.5252 5.0946
H: 1.9103 2.0699 4.2070
H: 3.2877 1.0009 3.7185

Atomic forces in eV per Å
N -0.93 0.36 5.44
C -0.08 -2.21 -8.11
O 3.54 3.18 7.08
Rb -2.14 -0.81 -6.23
V 0.75 0.76 -1.27
N 2.11 -1.77 1.29
N -1.72 1.44 2.52
C -0.16 0.40 0.72
C 0.27 -1.02 0.12
C 0.04 -0.27 -0.33
C 0.14 0.10 -0.32
C 0.12 -0.04 0.04
C -0.16 0.38 -0.25
C 0.12 0.46 0.16
C -0.29 0.15 0.05
H 0.03 0.06 0.47
H 0.49 -0.16 -0.19
H -0.18 0.39 -0.08
H -0.40 -0.18 0.03
H 0.33 -0.31 -0.25
H 0.13 -0.01 0.43
H -0.10 0.45 -0.05
H 0.35 -0.17 -0.30
H -0.30 -0.20 -0.02
H 0.39 -0.05 0.09
H -0.22 0.42 0.24
H -0.18 -0.35 0.21
H -0.13 -0.43 0.15
H -0.42 0.36 0.08
H 0.05 -0.06 -0.34
H 0.12 -0.18 -0.30
H -0.29 0.45 0.12
H 0.43 -0.02 0.14
C 0.21 0.73 0.27
H 0.32 -0.25 -0.14
H -0.51 -0.35 0.04
H 0.16 -0.16 0.52
C 0.15 -0.21 -0.60
H -0.15 -0.44 0.32
H -0.54 0.38 0.18
H 0.45 0.16 0.38
C 0.44 0.39 0.34
C -2.70 -5.04 2.69
O 2.56 4.50 -1.74
O -1.68 -0.74 -2.75
H -0.10 0.27 -0.84
H 0.31 -0.53 -0.16
H -0.60 0.17 0.16


Here is 2 unconnected molecules or ions with the total composition C13H28BF3N2O5S from OMol25. Energies are from ωB97M-V/def2-TZVPD.

Calculated values
* DFT total energy: -1720.4022 a.u.
* HOMO: -5.51 eV

Geometry (Å):
C: 3.1745 -1.7359 0.9154
N: 3.4694 -0.6932 -0.1211
C: 4.5888 -1.1481 -0.9766
B: 2.2277 -0.5937 -0.9047
O: 1.6914 -1.7273 -1.4764
C: 1.4038 0.7675 -1.0476
C: 0.1254 0.5694 -0.1685
C: -1.1124 1.3565 -0.6551
C: -2.3143 0.4046 -0.6544
C: -3.4398 0.8048 -1.6461
S: -5.0509 0.5280 -0.9226
O: -5.4492 1.6825 -0.1724
O: -5.9454 0.0993 -1.9468
O: -4.7091 -0.6918 -0.0155
C: 0.4307 0.8333 1.3177
C: 1.0702 2.1923 1.4761
N: 2.3736 2.2186 0.7599
C: 2.1692 2.0528 -0.7093
C: 3.5059 2.2777 -1.4181
F: 3.5200 1.7418 -2.6297
F: 4.5588 1.8638 -0.7108
F: 3.6755 3.6155 -1.5616
H: 2.1004 -1.8105 1.1052
H: 3.4764 -2.7272 0.5844
H: 3.6535 -1.4909 1.8621
H: 4.2548 -1.5992 -1.9148
H: 5.2509 -0.3238 -1.2333
H: 5.1946 -1.8862 -0.4577
H: 1.5361 -1.6024 -2.4199
H: 1.0674 0.8702 -2.0807
H: -0.0970 -0.4946 -0.2293
H: -0.9546 1.7112 -1.6757
H: -1.3333 2.1955 0.0056
H: -2.6912 0.3920 0.3628
H: -2.0002 -0.5960 -0.9330
H: -3.3917 0.1305 -2.4968
H: -3.3523 1.8348 -1.9805
H: -4.1195 -0.3505 0.6801
H: 1.1295 0.0641 1.6522
H: -0.4781 0.7758 1.9106
H: 1.2214 2.4157 2.5306
H: 0.4234 2.9704 1.0759
H: 3.0609 1.5406 1.1148
H: 2.7669 3.1530 0.8969
H: 1.5440 2.8931 -1.0156
C: -4.2774 -3.1766 1.8887
C: -2.7634 -2.9620 2.0941
O: -2.2931 -1.9509 1.2994
H: -4.4879 -3.4358 0.8489
H: -4.7141 -3.9608 2.5241
H: -4.7790 -2.2352 2.1284
H: -2.2824 -3.9611 1.9456
H: -2.6288 -2.8016 3.1949

Atomic forces in eV per Å
C -0.22 0.19 0.02
N -0.38 -0.62 0.48
C 0.27 0.33 -0.10
B -0.05 0.02 -0.27
O 0.87 0.33 -0.37
C 0.55 -0.28 0.33
C 0.07 0.24 0.22
C 0.10 -0.82 -0.23
C -0.33 0.81 -0.54
C 0.56 -0.27 0.50
S -0.31 0.68 -1.12
O 0.50 0.00 0.59
O 0.01 -0.48 -0.12
O -0.80 0.28 -0.03
C 0.27 -0.03 -0.88
C -0.72 -0.54 0.96
N 0.25 1.02 -0.19
C -0.67 -0.45 -0.44
C -0.19 0.78 0.14
F 0.10 -0.26 0.03
F 0.09 -0.15 -0.07
F 0.04 0.01 -0.06
H -0.03 0.03 0.07
H 0.07 -0.06 0.01
H 0.17 -0.04 -0.01
H -0.08 -0.14 0.04
H -0.02 0.08 0.01
H -0.03 -0.04 0.10
H -0.66 -0.19 0.14
H -0.01 0.02 -0.06
H -0.31 -0.03 -0.02
H 0.12 0.26 0.02
H 0.03 0.26 -0.18
H 0.37 -0.33 0.09
H -0.05 -0.17 0.50
H -0.13 0.12 -0.19
H -0.28 0.11 0.01
H 0.23 -1.09 0.56
H -0.11 0.00 0.39
H -0.06 -0.19 0.04
H 0.37 0.09 -0.03
H 0.21 0.15 -0.25
H -0.24 -0.35 -0.17
H 0.25 -0.13 0.08
H 0.03 0.14 0.11
C 0.06 -0.06 0.19
C -0.37 -0.11 0.07
O 0.22 0.38 0.14
H 0.01 0.12 -0.02
H 0.18 0.04 0.03
H -0.14 -0.06 -0.08
H 0.12 0.20 -0.27
H 0.06 0.21 -0.12


| no. | strongest force on any atom (eV/Å) | M (g/mol) |
| --- | --- | --- |
| 1 | 2.015 | 385.4 |
| 2 | 8.532 | 409.8 |
| 3 | 1.346 | 392.2 |